The following is a DFT calculation (wB97M-V/def2-TZVPD) of C44H40B3F24O40SnY as an isolated structure in a non-equilibrium geometry.

HOMO   -12.597 eV
Largest force on an atom   6.06 eV/Å
M   1904.77 g mol⁻¹
Frontier orbital gap   0.12122 Ha
Charge   +2

Last column: Löwdin charge in e.
Atoms and positions in Å:
Y -13.568 17.239 2.355  2.179
Sn -15.258 8.699 -2.852  1.841
O -11.357 16.146 2.667  -0.068
C -10.113 16.038 2.845  -0.286
O -9.358 16.671 3.706  0.291
B -7.935 16.241 3.502  -0.839
O -7.984 15.324 2.409  0.291
C -9.220 15.151 1.960  -0.337
O -9.681 14.461 1.061  0.150
O -7.403 15.589 4.741  0.195
C -6.527 16.338 5.356  -0.379
O -6.111 16.139 6.484  0.173
C -6.231 17.471 4.409  -0.398
O -6.964 17.342 3.345  0.244
O -5.577 18.458 4.668  0.174
O -19.995 12.421 -1.863  0.207
C -18.933 12.841 -1.519  -0.326
O -18.625 14.128 -1.103  0.212
B -17.158 14.242 -0.858  -0.908
O -16.670 12.906 -0.992  0.245
C -17.636 12.050 -1.331  -0.303
O -17.521 10.828 -1.513  0.056
O -16.534 15.120 -1.862  0.260
C -15.898 16.095 -1.150  -0.277
O -15.140 17.001 -1.597  0.119
C -16.140 15.877 0.328  -0.342
O -16.857 14.796 0.473  0.296
O -15.642 16.573 1.187  0.001
O -15.802 8.852 0.076  0.003
C -15.514 9.728 0.929  -0.331
O -14.802 10.813 0.689  0.236
B -14.564 11.455 2.013  -0.806
O -15.504 10.731 2.988  0.214
C -15.941 9.680 2.355  -0.343
O -16.691 8.784 2.820  0.137
O -13.185 11.448 2.492  0.215
C -12.697 12.672 2.819  -0.281
O -11.597 12.946 3.231  0.178
C -13.890 13.677 2.388  -0.199
O -14.926 12.898 1.985  0.231
O -13.824 14.912 2.428  -0.040
C -16.059 13.380 5.348  -0.018
C -16.730 14.419 4.455  -0.155
O -16.827 15.689 5.130  0.095
C -15.989 16.715 4.898  -0.230
O -15.187 16.714 3.954  -0.047
C -16.157 17.867 5.949  -0.447
F -16.394 19.043 5.253  0.139
F -17.056 17.597 6.943  0.195
F -14.945 18.026 6.466  0.185
H -15.052 13.710 5.603  0.092
H -16.083 12.380 4.913  0.074
H -16.704 13.376 6.227  0.084
H -17.766 14.086 4.387  0.138
H -16.288 14.434 3.459  0.102
C -12.440 10.598 6.027  -0.029
C -13.837 9.955 5.920  -0.203
O -13.883 8.796 5.085  -0.029
C -13.642 7.482 5.550  -0.255
O -13.469 7.107 6.727  0.153
C -13.649 6.479 4.386  -0.525
F -14.883 5.955 4.311  0.165
F -13.281 7.076 3.280  0.177
F -12.745 5.472 4.614  0.157
H -12.031 10.729 5.025  0.061
H -11.687 9.927 6.439  0.091
H -12.439 11.554 6.551  0.072
H -14.484 10.631 5.360  0.087
H -14.250 9.740 6.906  0.127
C -17.889 5.844 3.834  -0.062
C -17.415 4.656 4.642  -0.213
O -17.598 4.970 6.030  0.002
C -17.097 4.142 7.019  -0.279
O -16.169 3.333 6.858  0.144
C -17.760 4.421 8.379  -0.605
F -16.950 4.239 9.398  0.199
F -18.133 5.658 8.447  0.199
F -18.821 3.600 8.507  0.171
H -17.737 5.646 2.773  0.046
H -17.322 6.710 4.176  0.054
H -18.949 6.073 3.941  0.085
H -16.386 4.380 4.415  0.104
H -18.014 3.816 4.291  0.135
C -16.106 2.691 -3.002  -0.044
C -14.857 3.141 -2.227  -0.155
O -15.195 3.683 -0.911  0.063
C -15.709 4.856 -0.665  -0.399
O -15.846 5.711 -1.506  0.070
C -16.280 4.999 0.710  -0.520
F -17.601 4.986 0.678  0.184
F -15.951 3.925 1.524  0.143
F -15.884 6.125 1.291  0.176
H -16.741 3.562 -3.165  0.064
H -16.645 1.975 -2.382  0.089
H -15.871 2.166 -3.927  0.093
H -14.299 3.774 -2.916  0.115
H -14.230 2.272 -2.028  0.133
C -20.220 7.387 1.491  -0.042
C -19.687 7.926 0.213  -0.210
O -20.106 7.122 -0.875  0.070
C -19.315 6.955 -1.909  -0.326
O -18.189 7.442 -2.039  0.025
C -19.902 5.884 -2.888  -0.603
F -19.317 4.728 -2.786  0.216
F -21.182 5.724 -2.736  0.211
F -19.831 6.318 -4.153  0.160
H -19.869 6.363 1.618  0.074
H -21.307 7.389 1.422  0.096
H -19.819 7.931 2.347  0.087
H -18.604 7.944 0.329  0.112
H -20.055 8.914 -0.063  0.143
C -10.658 9.683 0.587  -0.019
C -11.774 8.646 1.034  -0.187
O -11.403 7.351 0.575  0.031
C -12.002 6.771 -0.541  -0.183
O -13.017 7.248 -1.171  -0.052
C -11.375 5.339 -0.914  -0.573
F -10.088 5.276 -0.600  0.203
F -11.992 4.441 -0.187  0.196
F -11.650 4.978 -2.157  0.183
H -10.219 9.403 -0.371  0.075
H -9.745 9.502 1.155  0.085
H -11.082 10.686 0.526  0.073
H -12.657 9.068 0.554  0.089
H -11.993 8.719 2.099  0.117
C -8.262 12.495 5.414  -0.039
C -9.410 13.388 5.768  -0.204
O -10.063 12.957 6.986  -0.007
C -9.615 13.313 8.207  -0.309
O -8.587 14.013 8.380  0.135
C -10.544 12.836 9.351  -0.487
F -10.067 11.647 9.748  0.176
F -10.545 13.784 10.340  0.148
F -11.830 12.688 8.943  0.130
H -8.520 11.436 5.438  0.083
H -7.553 12.636 6.230  0.092
H -7.811 12.728 4.449  0.086
H -10.124 13.430 4.945  0.089
H -9.138 14.429 5.942  0.111
C -17.008 8.460 6.973  -0.032
C -17.297 9.470 5.817  -0.181
O -18.008 10.657 6.181  0.018
C -19.271 10.569 6.623  -0.313
O -19.933 9.526 6.767  0.146
C -19.941 11.970 6.691  -0.575
F -20.509 12.092 7.915  0.166
F -19.070 12.927 6.385  0.158
F -20.923 11.996 5.855  0.220
H -16.556 8.912 7.856  0.085
H -16.407 7.578 6.749  0.067
H -17.969 8.042 7.274  0.066
H -17.901 8.873 5.133  0.106
H -16.403 9.683 5.230  0.075

Forces on the atoms, in the same order (eV/Å):
-0.9 -4.3 0.5
-1.2 -0.9 3.0
-0.7 1.6 0.2
0.9 1.2 0.8
-2.8 -0.5 -1.3
3.5 0.2 2.2
-1.3 -1.0 -1.7
-0.3 -1.3 -1.1
1.2 1.4 1.7
-2.3 -1.1 -1.2
1.4 -0.5 2.9
-0.6 0.5 -2.3
1.8 3.2 2.0
-2.4 -0.6 -2.2
-0.4 -1.5 -0.4
1.1 0.4 0.2
-0.6 1.6 1.0
0.2 -1.3 -0.4
-2.5 -0.4 -1.6
0.3 -2.3 0.0
0.8 -1.8 -0.6
0.5 2.4 0.1
1.4 2.2 2.2
2.2 2.1 -4.0
-2.9 -3.4 2.0
-0.9 -1.9 -1.3
0.9 1.8 1.0
1.5 1.2 1.8
1.0 2.1 0.9
-0.1 -1.9 -3.6
0.1 -0.4 1.0
-0.3 0.2 1.2
1.4 1.0 -1.1
-3.9 -3.9 2.6
2.8 3.1 -1.8
0.6 0.7 0.2
0.4 -0.3 -0.6
-2.4 -0.3 -0.7
-0.4 -2.0 -0.1
1.9 3.0 0.6
-0.4 -0.6 -0.4
-0.4 1.1 0.4
-0.4 -1.9 -0.6
2.2 3.0 0.0
-2.7 -3.1 0.2
0.9 1.2 0.2
-0.2 1.0 0.2
-0.5 -1.8 1.1
1.6 0.8 -2.4
0.0 -0.2 0.4
0.2 -0.3 0.1
0.0 0.2 -0.2
0.5 -0.4 0.3
0.0 0.4 -0.3
-0.1 0.8 0.1
0.1 -1.0 -0.8
0.6 0.6 0.6
0.7 -3.1 0.0
0.5 1.2 4.2
-0.7 1.8 -4.5
0.8 -1.1 1.7
0.8 0.2 -0.5
-0.3 0.1 -1.4
-1.3 1.1 -0.2
-0.2 0.4 -0.3
-0.3 0.0 0.7
-0.1 -0.2 0.1
-0.1 0.1 0.3
-0.1 -0.1 -0.1
0.3 0.3 0.3
-0.2 -0.5 -0.8
-0.1 -1.2 1.6
3.1 -1.5 -2.4
-3.2 2.4 0.5
0.1 -1.0 -0.3
0.6 -0.8 0.2
-1.1 1.8 -0.1
0.2 0.3 0.0
0.2 0.2 0.3
0.0 0.2 -0.4
0.0 -0.2 0.4
-0.1 0.2 0.3
-0.2 -0.4 0.8
-0.1 0.1 1.3
-0.3 -0.7 -1.3
0.2 -0.6 0.5
0.5 -1.0 -2.8
0.1 1.3 -0.2
0.2 -1.6 2.9
-0.6 0.3 -0.7
0.1 1.5 -1.0
0.3 -0.1 -0.2
-0.1 -0.2 -0.3
-0.2 0.0 0.0
0.2 0.3 0.0
0.2 0.7 0.8
-0.1 0.2 0.4
-0.7 -0.6 -0.1
1.1 1.3 0.5
0.1 -1.2 -1.4
1.6 0.0 0.8
-1.2 -0.3 -0.4
-0.9 1.7 -1.1
1.2 -1.0 0.4
-1.6 -0.4 1.4
1.4 0.4 -0.5
-0.1 -0.1 -0.1
0.0 0.0 0.6
-0.3 0.3 -0.1
0.2 0.1 -0.7
0.1 0.2 0.4
0.0 -2.0 0.3
0.5 3.0 -1.3
-1.4 -2.4 -2.6
-2.3 2.9 0.1
3.8 -1.5 2.0
-0.3 0.6 0.9
-0.2 0.4 -0.8
-0.8 -0.6 1.3
0.7 0.9 -0.7
-0.8 0.0 -0.6
-0.3 0.9 0.8
0.5 0.0 0.4
-0.4 -0.8 -0.3
0.5 -0.8 0.0
0.6 -0.1 0.9
0.0 1.0 0.0
-1.0 -0.7 0.8
3.6 3.2 -1.4
-3.8 -2.7 -0.1
0.1 0.9 -0.1
-0.6 0.7 0.5
0.1 -1.7 -1.0
0.8 -0.1 0.3
-0.4 0.0 -0.2
0.5 -0.1 -0.3
0.0 0.2 0.2
-0.6 -0.4 0.5
0.6 -0.2 0.0
-0.7 0.8 0.4
0.2 -2.8 0.2
-0.1 0.4 0.5
-1.3 -3.5 -0.7
2.2 3.4 -0.2
0.2 -2.0 1.9
1.0 0.7 -0.4
-0.1 0.7 0.5
-1.2 0.4 -1.7
0.0 0.2 0.0
0.2 0.3 -0.7
0.0 0.1 0.2
-0.4 0.4 -0.2
-0.2 0.8 0.4